40
Properties=species:S:1:pos:R:3:nbo_charge:R:1 method="wB97M-V/def2-TZVPD" smiles="N[C@@H](CC(=O)O)C(=O)N[C@@H](Cc1c[nH]c2ccccc12)C(=O)O" total_energy_ev=-30536.1153 relative_energy_kcal_mol=114.75
O 1.56954 -1.55812 2.52291 -0.56
O -0.31777 -0.38569 -1.29767 -0.61
O -2.44279 -1.00774 -1.55897 -0.66
O 2.71203 -4.13479 -2.18625 -0.72
O 2.03117 -4.36712 0.04091 -0.56
N 3.21105 -0.97440 0.62035 -0.81
N 0.77281 2.44118 0.92162 -0.52
N -0.32316 -2.24531 1.23241 -0.68
C -1.37460 2.14313 0.24782 -0.10
C 2.11176 -3.72302 -0.93027 0.82
C -1.37830 -1.45109 0.68553 -0.15
C -0.20541 2.97584 0.27031 0.17
C -1.29081 -0.92885 -0.76430 0.80
C 1.79819 -1.33425 0.15507 -0.21
C 1.67193 -2.24114 -1.04246 -0.55
C -0.15156 4.17302 -0.55393 -0.25
C 1.00408 -1.65012 1.43134 0.71
C -2.46703 3.61877 -1.10122 -0.24
C -1.39521 4.46249 -1.18941 -0.22
C -1.03192 1.09294 1.22918 -0.09
C -1.75373 -0.21157 1.73035 -0.41
C -2.55250 2.48921 -0.31967 -0.21
C 0.26675 1.31211 1.58335 -0.02
H -3.45575 1.93804 -0.38081 0.22
H 0.57672 -2.33642 -1.16114 0.26
H 0.63054 4.99937 -0.54780 0.22
H -2.27179 -2.05356 0.51652 0.23
H 3.49847 -1.95229 0.88315 0.36
H -1.54273 5.25105 -1.93019 0.21
H 1.24241 -0.49608 -0.25706 0.28
H -3.24671 3.97189 -1.83218 0.21
H -2.06710 -0.61805 -2.25593 0.48
H 3.02854 -5.07257 -2.03330 0.49
H 1.84686 -1.64655 -2.01577 0.25
H -0.57843 -2.81473 2.11963 0.42
H 1.73411 2.70010 0.84409 0.42
H 3.67046 -0.63494 -0.26769 0.36
H -2.84168 -0.07281 1.69961 0.22
H -1.61905 -0.53215 2.75592 0.24
H 0.93061 0.87422 2.13595 0.21

***

38
Properties=species:S:1:pos:R:3:nbo_charge:R:1 method="wB97M-V/def2-TZVPD" smiles="Cc1nccn1CCc1n[nH]c(=S)n1Cc1ccccc1" total_energy_ev=-34117.2404 relative_energy_kcal_mol=0.00
S 0.48249 0.00628 3.50106 -0.25
N 0.23509 -1.90080 1.60418 -0.38
N 2.14588 -0.95335 -1.80358 -0.36
N 0.01600 0.10538 0.84014 -0.40
N 3.43294 -2.73502 -1.63125 -0.46
N 0.02290 -2.01890 0.27482 -0.26
C -3.95753 2.59177 2.51341 -0.21
C 0.24250 -0.60294 2.00140 0.21
C -0.11305 -0.81037 -0.16935 0.36
C -2.79604 3.15443 3.01333 -0.20
C 2.46824 -2.17846 -2.31187 0.36
C -3.88990 1.68950 1.46561 -0.19
C -1.56972 2.81796 2.46785 -0.22
C 3.75054 -1.86644 -0.63501 -0.09
C 1.80389 -2.77912 -3.49408 -0.66
C -2.66479 1.35531 0.91773 -0.25
C -0.15889 1.53537 0.82478 -0.25
C 2.96342 -0.75961 -0.71797 -0.12
C -1.49666 1.92038 1.41330 0.05
C 1.09333 -0.07037 -2.21323 -0.19
C -0.26751 -0.48957 -1.61156 -0.46
H -0.66365 3.24407 2.87134 0.22
H 0.77310 -3.04728 -3.26429 0.22
H 0.64308 1.97525 1.42600 0.24
H 2.34450 -3.67962 -3.76750 0.25
H -4.79177 1.24126 1.07556 0.21
H 4.52272 -2.09501 0.07114 0.21
H 0.39467 -2.70877 2.18159 0.43
H -0.62161 -1.39461 -2.10426 0.25
H 1.80645 -2.09049 -4.33880 0.21
H -0.99354 0.30961 -1.76726 0.23
H 2.92261 0.13329 -0.12748 0.21
H 1.35401 0.93979 -1.88315 0.21
H 1.01703 -0.06890 -3.30415 0.22
H -2.61915 0.64059 0.10697 0.20
H -4.91384 2.84955 2.94327 0.21
H -2.84242 3.85042 3.83724 0.22
H -0.07530 1.88949 -0.20593 0.21

***

49
Properties=species:S:1:pos:R:3:nbo_charge:R:1 method="wB97M-V/def2-TZVPD" total_charge=+1 smiles="CCOC(=O)/C([N+]#N)=C(/O)O[C@@H]1[C@@H]2O[P@@](=O)(O)OC[C@H]2O[C@H]1n1cnc2c(N)ncnc21" total_energy_ev=-53968.5482 relative_energy_kcal_mol=65.97
P -0.06594 -0.75122 -3.71932 2.49
O 0.25417 0.76495 -4.29864 -0.77
O 0.18957 -3.28769 -1.07218 -0.51
O 1.72132 2.12412 -1.14263 -0.49
O 0.15256 -0.89864 2.54026 -0.63
O 0.81421 -0.84250 0.28159 -0.46
O -0.38840 -0.71345 -2.08692 -0.74
O -1.31298 -1.26874 -4.59658 -0.97
O 1.02483 -1.75159 -3.86645 -1.08
O -2.01646 -3.70613 -0.62042 -0.50
N 0.74200 4.84031 1.70648 -0.39
N 0.89990 2.67410 0.99066 -0.39
N 0.43672 5.13186 4.81409 -0.72
N 0.62135 1.61065 3.10282 -0.60
N 0.25649 2.99556 4.88432 -0.48
N -1.82005 -3.56498 3.14652 0.28
N -1.23916 -3.24670 2.10406 0.10
C 0.07695 0.54255 -1.54729 0.05
C 0.79455 2.66169 2.34126 0.35
C -2.22600 -4.46593 -1.86283 -0.06
C 1.37523 1.10312 -2.07013 0.02
C 0.58706 3.88800 2.73597 -0.05
C 1.10841 1.63298 -3.52635 -0.07
C 0.90893 4.03245 0.62030 0.22
C 0.37973 0.48202 -0.05321 0.06
C 1.41216 1.62421 0.15439 0.24
C -1.65064 -5.79931 -1.63229 -0.65
C -0.79659 -3.24221 -0.29600 0.74
C 0.41464 4.00119 4.06605 0.43
C 0.44754 1.78901 4.40618 0.29
C 0.05944 -1.50921 1.27192 0.83
C -0.57319 -2.76197 1.04607 -0.19
H -0.57702 -5.67802 -1.29725 0.23
H -3.21699 -4.50435 -2.04964 0.20
H -1.70043 -3.92842 -2.72801 0.21
H -1.60313 -6.40347 -2.53987 0.24
H 2.35014 1.26832 0.60224 0.21
H -0.50069 0.72264 0.58388 0.21
H -1.01806 -1.68490 -5.38848 0.53
H 0.14282 5.94606 4.23186 0.38
H 0.34229 0.03217 2.49615 0.52
H 0.33366 1.06673 5.19940 0.21
H -0.68339 1.30735 -1.60996 0.21
H 2.21363 0.37111 -2.08500 0.22
H 1.98362 1.55366 -4.06957 0.21
H -2.16045 -6.39301 -0.86527 0.22
H 0.85889 4.47162 -0.36445 0.24
H -0.05465 5.11020 5.60123 0.39
H 0.70137 2.65379 -3.53903 0.21

***

38
Properties=species:S:1:pos:R:3:nbo_charge:R:1 method="wB97M-V/def2-TZVPD" smiles="CCOS(=O)(=O)/C=C/Cc1nc(-c2ccccc2)sc1C" total_energy_ev=-45132.5408 relative_energy_kcal_mol=16.22
S 1.99407 2.57841 -2.03668 2.27
S -1.02278 -2.84021 0.97243 0.39
O 3.03824 1.59436 -2.90596 -0.69
O 1.82602 3.88832 -2.71362 -0.91
O 2.44545 2.67848 -0.63359 -0.91
N -1.87707 -0.39466 1.13638 -0.44
C 0.48126 1.65345 -2.12540 -0.51
C -2.59212 -0.22580 3.85380 -0.16
C -0.41342 -2.32423 -1.74606 -0.64
C -2.79583 -1.29806 6.01051 -0.20
C -2.92118 -0.16567 5.20068 -0.21
C -1.89260 -2.52859 4.13398 -0.18
C -1.43116 -0.53758 -0.17307 0.12
C -0.98300 -1.82045 -0.43200 -0.19
C -2.25986 -2.47047 5.49227 -0.21
C -1.70097 -1.46498 1.87222 0.07
C 3.70304 2.23789 -3.98248 -0.07
C -0.27014 1.37061 -1.03669 -0.07
C -1.50758 0.60554 -1.14417 -0.48
C 4.90467 1.37854 -4.36674 -0.62
C -2.08083 -1.41392 3.27902 -0.10
H 0.24205 1.40399 -3.13732 0.23
H -2.73042 0.66244 3.22737 0.24
H -0.40870 -1.56305 -2.52118 0.22
H -3.11060 -1.32985 7.05293 0.22
H -1.40557 -3.42406 3.79128 0.21
H -3.40324 0.71867 5.60151 0.22
H 4.55526 0.35889 -4.59296 0.21
H 0.62343 -2.66585 -1.59920 0.23
H 5.62889 1.33911 -3.55194 0.22
H 0.12335 1.75096 -0.09495 0.25
H -0.98832 -3.15872 -2.12190 0.22
H -2.36597 1.23384 -0.83126 0.26
H -1.65383 0.21495 -2.15152 0.23
H 5.38808 1.75216 -5.28283 0.22
H 2.99621 2.34092 -4.81571 0.18
H -2.15400 -3.39131 6.08606 0.22
H 4.01915 3.25592 -3.71319 0.20

***

38
Properties=species:S:1:pos:R:3:nbo_charge:R:1 method="wB97M-V/def2-TZVPD" smiles="CC(C)(C)C(=O)OCc1nc(-c2ccc(O)c(O)c2)cs1" total_energy_ev=-36346.9809 relative_energy_kcal_mol=21.74
S -0.43812 -0.13976 1.92254 0.40
O 1.98738 -1.78137 2.07015 -0.51
O 3.18340 -0.01582 1.39225 -0.59
O -3.81938 1.81901 -5.19173 -0.66
O -1.57466 0.30605 -5.33369 -0.71
N -0.20388 -0.65455 -0.57445 -0.44
C 2.32515 0.29574 4.39549 -0.59
C -1.24258 0.22774 -0.47363 0.12
C -1.41833 0.27113 -2.91950 -0.28
C -3.08825 1.43346 -1.64361 -0.18
C -3.71405 1.81833 -2.81356 -0.25
C -2.04017 0.65547 -4.08787 0.29
C 3.26154 -2.03397 4.41210 -0.60
C -3.20275 1.43897 -4.04581 0.24
C -1.93324 0.65692 -1.68033 -0.08
C 2.85026 -0.76887 2.26771 0.82
C 1.43919 -1.89398 0.76799 -0.12
C 0.31164 -0.94167 0.55990 0.07
C -1.50724 0.61479 0.81251 -0.43
C 4.71924 -0.09505 3.74955 -0.60
C 3.30409 -0.67422 3.71741 -0.16
H -3.31341 1.45939 -5.93378 0.49
H 2.25135 -2.43310 4.41796 0.22
H -4.60958 2.41814 -2.79429 0.23
H 2.61035 0.43828 5.43519 0.21
H -0.77652 -0.22375 -5.23429 0.49
H 2.34010 1.26066 3.89400 0.22
H 3.60088 -1.92801 5.44005 0.21
H 1.08519 -2.92605 0.67975 0.22
H 3.91049 -2.74458 3.90571 0.21
H 5.42800 -0.79663 3.31547 0.21
H -2.24686 1.29897 1.17225 0.24
H -0.52289 -0.33232 -2.94589 0.23
H 5.01618 0.11172 4.77455 0.21
H 2.21048 -1.70453 0.01148 0.23
H -3.50902 1.73625 -0.69847 0.21
H 4.75798 0.82732 3.17627 0.23
H 1.31182 -0.09827 4.36257 0.21